No. 1
The following is a quantum chemistry calculation of a molecular structure, C32H38Cl5N3ORbS, from the Open Molecules 2025 dataset.

```
81
Properties=species:S:1:pos:R:3:mulliken_charge:R:1
Rb 0.68 0.15 -0.52 0.92
C 1.56 -1.73 1.88 -0.71
C 0.18 -2.02 1.73 0.11
C -0.53 -0.90 2.26 -0.59
C 0.44 0.03 2.71 0.12
C 1.73 -0.48 2.48 -0.87
C 3.03 0.20 2.86 2.60
C 3.34 1.36 1.90 -1.21
C 4.20 -0.79 2.80 -2.14
C 2.95 0.76 4.28 -1.78
C -2.03 -0.59 2.37 3.36
C -2.62 -0.25 0.98 -1.10
C -2.26 0.66 3.23 -2.24
C -2.84 -1.70 3.04 -2.02
C -0.25 -3.40 1.21 2.66
C -1.44 -3.38 0.23 -1.59
C 0.90 -4.06 0.43 -2.15
C -0.57 -4.34 2.39 -1.80
H 2.37 -2.38 1.61 0.17
H 0.22 0.97 3.20 0.03
H 3.47 1.01 0.88 0.20
H 4.26 1.88 2.19 0.44
H 2.53 2.09 1.89 0.03
H 4.33 -1.18 1.79 0.32
H 4.02 -1.63 3.47 0.42
H 5.13 -0.30 3.09 0.43
H 2.14 1.49 4.37 0.24
H 3.88 1.24 4.57 0.43
H 2.73 -0.04 4.99 0.39
H -2.15 0.66 0.60 -0.36
H -3.70 -0.07 1.04 0.63
H -2.45 -1.05 0.26 -0.10
H -1.77 1.54 2.80 0.16
H -1.87 0.52 4.24 0.44
H -3.33 0.87 3.30 0.47
H -2.86 -2.62 2.46 0.31
H -3.88 -1.38 3.17 0.46
H -2.43 -1.92 4.02 0.35
H -1.22 -2.75 -0.63 -0.06
H -2.36 -3.04 0.69 0.21
H -1.62 -4.40 -0.14 0.59
H 1.23 -3.44 -0.40 0.32
H 0.56 -5.02 0.02 0.50
H 1.76 -4.26 1.07 0.38
H -1.39 -3.96 3.00 0.24
H 0.31 -4.42 3.03 0.34
H -0.84 -5.34 2.03 0.46
C -0.24 4.13 2.17 -0.96
N -0.97 3.79 0.96 0.25
C -2.33 3.57 0.87 -0.33
C -2.58 3.15 -0.38 -0.70
N -1.37 3.12 -1.05 0.52
C -0.36 3.51 -0.22 -0.05
S 1.29 3.61 -0.52 -0.26
C -1.25 2.60 -2.38 0.19
C -0.47 3.23 -3.33 -0.36
C -0.46 2.70 -4.60 -0.71
C -1.23 1.58 -4.87 -0.39
C -1.96 1.02 -3.84 -0.76
N -1.98 1.51 -2.60 -0.14
H -0.96 4.46 2.92 0.30
H 0.47 4.93 1.95 0.41
H 0.31 3.27 2.54 0.25
H -2.99 3.72 1.71 0.44
H -3.49 2.83 -0.86 0.39
H 0.13 4.09 -3.06 0.47
H 0.15 3.14 -5.37 0.48
H -1.24 1.13 -5.86 0.57
H -2.55 0.12 -4.00 0.46
Cl 0.26 -1.33 -8.73 -0.23
C 0.61 -0.96 -7.07 0.16
C 0.00 -1.67 -6.04 0.26
Cl -1.14 -2.91 -6.41 -0.21
C 0.28 -1.37 -4.72 0.40
Cl -0.50 -2.21 -3.42 -0.18
C 1.17 -0.32 -4.33 -0.88
O 1.35 0.01 -3.13 -0.61
C 1.81 0.34 -5.43 0.31
Cl 2.90 1.62 -5.02 -0.19
C 1.52 0.04 -6.75 0.30
Cl 2.29 0.93 -8.02 -0.22
```

Output
E_HOMO, eV: -4.0
LUMO energy, Ha: 0.0697
Total charge: -1
Energy above the lowest of the compared OMol25 structures with the same formula, charge and spin, kJ/mol: 1.6
Energy, eV: -114425.6623
Kohn-Sham gap, eV: 5.9

No. 2
The following is a quantum chemistry calculation of a molecular structure, C32H38N3P2SScSi2, from the Open Molecules 2025 dataset.

```
79
Properties=species:S:1:pos:R:3:nbo_charge:R:1
Sc -0.06 1.72 -0.27 2.04
C -4.37 -0.11 -0.88 -1.13
Si -3.53 1.51 -0.49 1.84
C -3.12 2.38 -2.10 -1.11
C -4.68 2.59 0.50 -1.14
N -2.00 1.25 0.29 -1.67
P -1.57 0.66 1.77 1.79
C -0.05 0.00 1.60 -1.57
P 1.56 0.45 1.62 1.80
N 1.92 1.25 0.23 -1.67
Si 3.07 2.43 -0.32 1.84
C 4.87 1.94 -0.36 -1.14
C 2.94 4.02 0.65 -1.14
C 2.57 2.70 -2.13 -1.11
C 2.26 1.41 3.00 -0.41
C 3.64 1.55 3.11 -0.20
C 4.20 2.35 4.10 -0.20
C 3.37 3.02 5.00 -0.20
C 2.00 2.86 4.92 -0.22
C 1.44 2.06 3.93 -0.13
C 2.53 -1.09 1.66 -0.40
C 3.73 -1.22 0.98 -0.14
C 4.44 -2.42 1.02 -0.23
C 3.94 -3.49 1.74 -0.20
C 2.73 -3.37 2.41 -0.21
C 2.03 -2.18 2.37 -0.17
C -2.77 -0.62 2.26 -0.43
C -4.04 -0.32 2.74 -0.20
C -4.96 -1.34 2.98 -0.21
C -4.62 -2.66 2.73 -0.20
C -3.35 -2.97 2.25 -0.23
C -2.43 -1.95 2.02 -0.11
C -1.87 2.01 2.96 -0.42
C -2.26 1.76 4.27 -0.15
C -2.39 2.81 5.18 -0.23
C -2.14 4.12 4.78 -0.20
C -1.75 4.38 3.47 -0.20
C -1.62 3.33 2.57 -0.19
H -5.21 0.06 -1.56 0.24
H -4.76 -0.59 0.03 0.24
H -3.68 -0.80 -1.36 0.24
H -3.90 2.26 -2.85 0.24
H -2.19 1.99 -2.54 0.21
H -2.97 3.45 -1.93 0.25
H -5.42 3.04 -0.17 0.24
H -4.14 3.39 1.00 0.25
H -5.22 2.01 1.25 0.23
H 5.29 1.77 0.63 0.23
H 5.42 2.77 -0.81 0.25
H 5.05 1.05 -0.98 0.24
H 3.75 4.11 1.38 0.24
H 1.99 4.07 1.19 0.24
H 2.98 4.89 -0.01 0.25
H 1.87 1.93 -2.46 0.21
H 3.43 2.64 -2.80 0.25
H 2.10 3.67 -2.28 0.25
H 4.29 1.01 2.43 0.22
H 5.27 2.45 4.18 0.21
H 3.80 3.65 5.77 0.21
H 1.35 3.36 5.63 0.22
H 0.37 1.92 3.88 0.22
H 4.11 -0.39 0.39 0.21
H 5.38 -2.51 0.48 0.21
H 4.49 -4.43 1.77 0.21
H 2.33 -4.22 2.97 0.21
H 1.08 -2.08 2.88 0.23
H -4.32 0.71 2.93 0.22
H -5.95 -1.09 3.36 0.22
H -5.34 -3.45 2.91 0.22
H -3.09 -4.00 2.05 0.22
H -1.44 -2.18 1.64 0.23
H -2.43 0.75 4.60 0.22
H -2.70 2.60 6.19 0.22
H -2.26 4.93 5.48 0.22
H -1.55 5.39 3.14 0.23
H -1.34 3.56 1.55 0.22
S -0.96 6.38 -0.72 -0.11
C -0.51 4.85 -0.78 0.22
N -0.18 3.71 -0.82 -0.90
```

Output
E_HOMO, eV: -7.9
LUMO energy, Ha: -0.0162
Energy, eV: -104146.0021
Kohn-Sham gap, eV: 7.4